No. 1
{"formula": "C4H16BCl2CoN4O16", "method": "wB97M-V/def2-TZVPD", "orbital_gap_ev": [7.43, 7.42], "e_homo_ev": [-6.06, -6.07], "spin_multiplicity": 4, "charge": -1, "elements": ["Co", "Cl", "O", "O", "O", "O", "Cl", "O", "O", "O", "O", "B", "H", "H", "H", "H", "C", "N", "O", "O", "H", "H", "H", "C", "N", "O", "O", "H", "H", "H", "C", "N", "O", "O", "H", "H", "H", "C", "N", "O", "O", "H", "H", "H"], "xyz": [[-0.240, 0.496, -0.941], [-0.173, 3.397, -2.940], [0.656, 3.766, -4.025], [-0.288, 4.508, -2.018], [-1.493, 3.076, -3.336], [0.469, 2.347, -2.244], [3.325, -0.457, 0.155], [2.294, 0.034, -0.714], [4.568, 0.177, -0.240], [2.967, -0.144, 1.447], [3.204, -1.876, -0.117], [-1.164, -0.426, -2.832], [-0.173, -0.504, -2.411], [-1.049, 0.064, -3.787], [-1.680, -1.340, -3.079], [-1.729, 0.085, -2.068], [1.060, -4.609, -1.140], [0.804, -3.334, -1.958], [0.446, -2.363, -1.318], [0.966, -3.340, -3.136], [0.246, -4.798, -0.440], [1.967, -4.543, -0.540], [1.256, -5.527, -1.694], [0.559, -2.614, 2.122], [-0.143, -1.332, 1.954], [-0.351, -0.978, 0.814], [-0.451, -0.750, 2.978], [-0.064, -3.401, 1.696], [0.528, -2.842, 3.188], [1.562, -2.623, 1.696], [-3.542, 2.238, 1.638], [-3.239, 1.347, 0.481], [-2.066, 1.291, 0.008], [-4.200, 0.832, -0.038], [-2.715, 2.642, 2.222], [-3.979, 1.517, 2.329], [-4.244, 2.977, 1.251], [1.358, 2.377, 2.868], [0.324, 2.495, 1.929], [-0.450, 3.483, 2.127], [0.195, 1.705, 0.989], [1.066, 1.418, 3.295], [1.371, 3.190, 3.594], [2.242, 2.336, 2.232]], "atomic_forces_ev_per_a": [[0.287, 0.541, -1.628], [-1.252, 3.805, 0.621], [0.463, -0.014, -1.157], [0.319, 0.199, 0.195], [-0.760, -1.079, -0.726], [0.933, -3.588, 1.958], [-0.401, -0.629, -5.707], [-1.736, 2.108, -1.093], [-0.441, -1.268, 0.853], [-0.360, 0.612, 4.839], [1.939, -0.803, 1.305], [-0.411, 0.138, -0.732], [4.689, -0.941, 1.500], [0.441, 2.445, -2.980], [-1.528, -3.787, -0.084], [-2.844, 2.675, 2.872], [0.372, -0.565, 0.413], [-0.129, -0.027, 1.786], [0.359, -1.287, 0.463], [0.413, -0.643, -1.251], [-0.183, 0.423, -0.320], [0.013, 0.975, -0.074], [-0.490, 0.486, -0.838], [-0.333, -1.339, 0.855], [0.663, -0.191, 0.123], [-0.388, 0.256, 0.250], [-0.244, 0.407, -0.623], [0.074, 0.283, -0.581], [0.465, 0.354, -0.045], [-0.182, 0.422, -0.172], [-0.064, -0.835, 0.883], [2.136, 0.400, -2.387], [-2.920, 0.234, 1.848], [0.604, -0.082, 0.522], [0.425, 0.141, -1.085], [-0.714, 0.314, -0.035], [0.111, -0.133, 0.301], [1.456, -1.159, 0.553], [-4.401, 3.242, -2.428], [1.323, -2.481, -0.804], [1.118, 1.217, 1.911], [1.011, -0.207, 0.497], [-0.237, -0.176, -0.392], [0.401, -0.444, 0.596]], "nbo_charge": [1.593, 2.607, -0.852, -0.906, -0.851, -0.937, 2.591, -0.947, -0.820, -0.888, -0.889, -0.717, -0.065, 0.034, 0.007, -0.043, -0.506, 0.551, -0.370, -0.343, 0.212, 0.240, 0.220, -0.492, 0.566, -0.397, -0.384, 0.227, 0.220, 0.286, -0.481, 0.547, -0.448, -0.312, 0.253, 0.224, 0.247, -0.475, 0.537, -0.392, -0.405, 0.250, 0.238, 0.271]}

No. 2
{"formula": "C4H16CoNOP", "method": "wB97M-V/def2-TZVPD", "orbital_gap_ev": [6.91, 9.02], "e_homo_ev": [-6.02, -8.77], "spin_multiplicity": 4, "charge": 0, "elements": ["Co", "H", "H", "P", "C", "H", "H", "H", "C", "H", "H", "H", "C", "H", "H", "H", "C", "O", "H", "H", "N", "H", "H", "H"], "xyz": [[-0.032, -0.063, -0.091], [1.115, 3.213, 0.152], [1.112, 3.150, -0.585], [-0.268, -0.227, -2.309], [1.031, -1.163, -3.217], [0.763, -1.329, -4.275], [1.978, -0.614, -3.173], [1.178, -2.134, -2.734], [-1.805, -1.096, -2.824], [-2.668, -0.535, -2.449], [-1.875, -1.191, -3.917], [-1.820, -2.091, -2.371], [-0.362, 1.333, -3.288], [0.590, 1.870, -3.220], [-0.586, 1.141, -4.349], [-1.149, 1.974, -2.872], [1.788, -0.523, -0.014], [2.943, -0.817, 0.056], [-1.536, 0.545, -0.033], [-0.382, -1.472, 0.122], [0.383, 0.411, 1.924], [-0.465, 0.758, 2.281], [1.108, 1.092, 1.941], [0.651, -0.444, 2.358]], "atomic_forces_ev_per_a": [[-0.630, 1.141, 0.312], [0.002, 0.040, 0.059], [0.003, -0.018, -0.059], [-0.080, -0.021, -1.838], [-0.173, -0.023, -0.370], [0.118, 0.082, 0.365], [-0.124, -0.061, 0.007], [-0.040, 0.118, -0.034], [0.074, 0.108, 0.088], [0.164, -0.104, -0.028], [0.097, 0.078, 0.272], [0.005, 0.138, -0.036], [-0.128, -0.096, -0.099], [-0.123, -0.098, 0.009], [0.083, 0.014, 0.291], [0.159, -0.165, -0.031], [5.943, -1.151, -0.216], [-5.154, 0.936, -0.248], [-0.050, 0.337, 0.027], [-0.031, -1.884, 0.165], [0.242, 0.063, -0.244], [-1.091, 0.526, 0.663], [0.498, 0.503, 0.412], [0.233, -0.463, 0.531]], "nbo_charge": [0.760, -0.007, 0.008, 0.878, -0.962, 0.224, 0.236, 0.243, -0.939, 0.253, 0.221, 0.248, -0.950, 0.233, 0.222, 0.249, 0.387, -0.541, -0.497, -0.381, -1.066, 0.402, 0.386, 0.393]}

No. 3
{"formula": "C4H16N2O", "method": "wB97M-V/def2-TZVPD", "orbital_gap_ev": [10.69, 3.41], "e_homo_ev": [-24.42, -22.65], "spin_multiplicity": 2, "charge": 3, "elements": ["C", "C", "C", "C", "N", "N", "H", "H", "H", "H", "H", "H", "H", "H", "H", "H", "H", "H", "H", "H", "H", "H", "O"], "xyz": [[2.280, 0.661, 1.417], [1.340, 0.859, 0.304], [0.797, -0.071, -0.709], [-0.564, -1.044, -0.260], [-1.811, -0.190, -0.049], [2.538, 1.721, -1.126], [2.897, 1.557, 1.563], [1.740, 0.399, 2.347], [3.023, -0.133, 1.291], [0.823, 1.806, 0.481], [1.497, -0.813, -1.109], [0.380, 0.511, -1.534], [-0.613, -1.829, -1.017], [-0.368, -1.463, 0.730], [-2.738, -0.755, -0.117], [-1.342, 0.155, 0.785], [-1.898, 0.515, -0.790], [3.552, 1.514, -1.189], [2.546, 2.447, -0.400], [2.260, 2.010, -2.074], [-4.717, -1.366, 0.592], [-4.044, -2.547, -0.142], [-3.867, -1.850, 0.524]], "atomic_forces_ev_per_a": [[1.284, -1.075, -0.625], [0.292, 0.277, 0.573], [-0.156, 0.074, -0.446], [-0.434, -0.305, 0.039], [3.030, -0.690, -1.963], [1.533, 1.011, 0.499], [-0.578, 0.208, 0.557], [-0.150, 0.470, -0.047], [-0.342, -0.289, -0.227], [-0.503, -0.209, -0.449], [-0.033, -0.183, 0.446], [-0.286, -0.150, -0.091], [-0.056, 0.358, -0.267], [0.456, -0.169, -0.203], [-0.001, -0.487, 1.616], [-2.561, 1.190, 1.015], [-0.060, 0.240, 0.240], [-0.240, -1.187, 0.092], [-0.426, 0.660, -0.651], [-0.722, 0.026, 0.249], [-0.010, -0.235, 0.273], [-0.108, -0.091, 0.290], [0.072, 0.556, -0.920]], "nbo_charge": [-0.752, 0.209, -0.459, -0.109, -0.702, -0.638, 0.300, 0.354, 0.293, 0.242, 0.326, 0.280, 0.303, 0.268, 0.499, 0.460, 0.457, 0.471, 0.446, 0.471, 0.537, 0.531, -0.790]}

No. 4
{"formula": "C4H16N2O2", "method": "wB97M-V/def2-TZVPD", "orbital_gap_ev": 9.85, "e_homo_ev": -9.14, "smiles": "CNCCCN.O.O", "spin_multiplicity": 1, "charge": 0, "elements": ["C", "N", "C", "C", "C", "N", "H", "H", "H", "H", "H", "H", "H", "H", "H", "H", "H", "H", "O", "H", "H", "O", "H", "H"], "xyz": [[1.159, -2.473, 1.956], [0.609, -1.316, 1.278], [-0.281, -1.744, 0.151], [-1.389, -0.699, 0.038], [-1.004, 0.564, -0.641], [-1.278, 0.695, -2.113], [1.543, -3.337, 1.351], [2.076, -2.214, 2.481], [0.503, -2.817, 2.774], [1.463, -0.897, 0.874], [-0.595, -2.800, 0.220], [0.296, -1.732, -0.781], [-1.501, -0.401, 1.099], [-2.378, -1.096, -0.202], [0.050, 0.720, -0.412], [-1.543, 1.408, -0.176], [-1.392, -0.190, -2.585], [-2.152, 1.209, -2.165], [-0.567, 3.284, 0.537], [-0.705, 2.643, 1.244], [0.283, 3.035, 0.162], [2.235, 1.036, -1.060], [1.424, 1.200, -1.538], [3.013, 1.595, -1.143]], "atomic_forces_ev_per_a": [[0.750, -1.026, 1.242], [1.113, -0.892, -1.096], [0.586, 0.528, -0.646], [-0.753, -0.883, 2.092], [-0.589, 0.843, -1.023], [0.281, 0.419, 1.053], [-0.900, 0.502, -0.044], [0.084, 0.533, 0.181], [-0.037, -0.183, -0.618], [-0.993, 0.210, -0.019], [-0.205, 0.561, 0.562], [0.116, -0.031, -0.070], [-0.200, -0.159, -0.285], [0.122, 0.000, -0.588], [0.005, 0.092, -0.106], [0.321, -0.534, -0.379], [-0.031, -0.167, 0.100], [0.131, -0.237, -0.437], [0.043, 0.271, 0.263], [0.069, 0.128, 0.002], [0.058, -0.009, -0.026], [0.426, -1.214, 1.291], [0.423, 0.873, -0.728], [-0.821, 0.374, -0.722]], "nbo_charge": [-0.425, -0.635, -0.233, -0.445, -0.231, -0.859, 0.167, 0.196, 0.189, 0.366, 0.201, 0.178, 0.222, 0.208, 0.168, 0.210, 0.355, 0.361, -0.934, 0.468, 0.472, -0.995, 0.503, 0.495]}

No. 5
{"formula": "C4H16N2O6", "method": "wB97M-V/def2-TZVPD", "orbital_gap_ev": 10.16, "e_homo_ev": -9.70, "smiles": "C[C@@H](NC=O)C(N)=O.O.O.O.O", "spin_multiplicity": 1, "charge": 0, "elements": ["C", "C", "N", "C", "O", "C", "N", "O", "H", "H", "H", "H", "H", "H", "H", "H", "O", "H", "H", "O", "H", "H", "O", "H", "H", "O", "H", "H"], "xyz": [[0.576, -0.092, 2.687], [0.254, 0.285, 1.210], [-0.225, -0.845, 0.409], [-1.109, -1.822, 0.783], [-1.974, -1.716, 1.631], [-0.700, 1.504, 1.311], [-1.925, 1.214, 1.815], [-0.452, 2.615, 0.871], [-0.223, -0.784, 2.925], [0.631, 0.785, 3.322], [1.472, -0.721, 2.763], [1.186, 0.621, 0.732], [0.468, -1.237, -0.295], [-1.076, -2.627, 0.018], [-2.261, 0.260, 1.860], [-2.612, 1.927, 1.975], [0.499, 2.417, -1.955], [-0.405, 2.491, -2.286], [0.381, 2.526, -1.000], [-0.708, -0.474, -2.779], [-0.747, -0.745, -1.851], [-1.360, -1.006, -3.233], [1.385, -2.171, -1.174], [2.286, -2.167, -0.821], [1.388, -1.268, -1.628], [1.830, 0.197, -2.143], [1.265, 1.008, -2.178], [2.154, -0.174, -2.966]], "atomic_forces_ev_per_a": [[-0.033, -1.163, -1.138], [0.634, 0.599, 0.869], [0.487, -0.520, -0.120], [-0.310, 1.380, -1.274], [0.104, -0.354, 0.399], [-1.398, -0.744, -1.371], [0.035, -0.474, 0.299], [0.901, 0.185, 0.180], [-0.342, 0.306, 0.874], [-0.043, -0.119, 0.139], [0.105, 0.493, -0.130], [-0.487, 0.130, -0.053], [-0.761, 0.399, 1.452], [0.033, -0.232, 0.622], [0.372, -0.176, 0.282], [0.154, 0.388, -0.275], [-0.347, 0.189, 0.040], [0.132, -0.139, -0.155], [0.035, 0.193, 0.408], [-0.065, 0.097, 0.080], [-0.167, 0.135, -0.153], [-0.259, -0.198, -0.079], [0.645, 0.468, -0.645], [-0.138, -0.332, 0.096], [0.198, -0.597, -0.163], [0.765, -0.556, 0.966], [0.126, -0.134, -0.763], [-0.373, 0.773, -0.387]], "nbo_charge": [-0.623, -0.140, -0.670, 0.533, -0.644, 0.683, -0.831, -0.656, 0.233, 0.224, 0.213, 0.227, 0.434, 0.129, 0.427, 0.400, -0.953, 0.489, 0.508, -0.952, 0.475, 0.472, -0.967, 0.478, 0.501, -1.004, 0.526, 0.490]}

No. 6
{"formula": "C4H16N3", "method": "wB97M-V/def2-TZVPD", "orbital_gap_ev": 10.29, "e_homo_ev": -13.26, "spin_multiplicity": 1, "charge": 1, "elements": ["N", "C", "C", "N", "H", "H", "H", "H", "H", "H", "H", "H", "H", "C", "C", "N", "H", "H", "H", "H", "H", "H", "H"], "xyz": [[1.203, 0.857, 0.110], [0.829, 0.700, 1.556], [0.204, -0.649, 1.826], [-0.008, -0.805, 3.270], [1.720, 0.036, -0.218], [0.262, 0.933, -0.579], [1.842, 1.651, 0.039], [1.720, 0.791, 2.176], [0.183, 1.546, 1.786], [-0.714, -0.768, 1.238], [0.892, -1.441, 1.521], [-0.790, -0.225, 3.557], [-0.345, -1.752, 3.415], [-0.795, -1.318, -2.070], [-0.586, 0.052, -2.707], [-0.794, 1.125, -1.694], [-1.731, -1.339, -1.510], [-0.824, -2.110, -2.813], [0.037, -1.540, -1.403], [0.450, 0.090, -3.053], [-1.197, 0.259, -3.582], [-0.609, 2.047, -2.076], [-1.789, 1.152, -1.496]], "atomic_forces_ev_per_a": [[-0.333, -0.439, -0.054], [0.326, 0.073, 0.046], [-0.325, -0.116, 0.240], [-0.336, -0.082, -0.515], [0.023, 0.117, 0.173], [0.591, 0.413, 0.242], [-0.303, -0.020, -0.340], [0.072, 0.059, -0.091], [-0.182, -0.130, 0.102], [-0.005, 0.012, -0.106], [0.064, 0.065, -0.101], [0.074, 0.154, 0.099], [0.220, -0.027, 0.225], [-0.254, 0.394, -0.130], [0.553, 0.067, -0.067], [0.008, -0.204, 0.056], [0.027, -0.136, 0.038], [-0.023, 0.028, -0.113], [-0.073, -0.067, 0.175], [-0.008, 0.253, 0.002], [-0.222, -0.309, 0.004], [0.169, -0.016, -0.262], [-0.064, -0.089, 0.378]], "nbo_charge": [-0.737, -0.227, -0.241, -0.806, 0.413, 0.452, 0.427, 0.231, 0.213, 0.175, 0.198, 0.359, 0.373, -0.619, -0.225, -0.827, 0.214, 0.247, 0.192, 0.195, 0.210, 0.392, 0.392]}

No. 7
{"formula": "C4H16N3", "method": "wB97M-V/def2-TZVPD", "orbital_gap_ev": 10.17, "e_homo_ev": -13.08, "spin_multiplicity": 1, "charge": 1, "elements": ["C", "C", "N", "H", "H", "H", "H", "H", "H", "H", "C", "N", "C", "N", "H", "H", "H", "H", "H", "H", "H", "H", "H"], "xyz": [[1.012, 0.986, 2.629], [-0.339, 0.473, 2.185], [-0.193, -0.859, 1.509], [1.766, 0.962, 1.839], [0.955, 2.009, 2.997], [1.396, 0.389, 3.459], [-1.009, 0.387, 3.041], [-0.827, 1.130, 1.461], [0.304, -1.468, 2.163], [-1.115, -1.279, 1.422], [-0.923, 0.179, -1.826], [-1.501, 0.277, -3.162], [0.340, -0.668, -1.882], [1.213, -0.380, -0.713], [-1.617, -0.236, -1.083], [-0.682, 1.188, -1.474], [-1.530, -0.627, -3.623], [-2.453, 0.610, -3.086], [0.903, -0.436, -2.786], [0.076, -1.723, -1.897], [2.064, -0.938, -0.726], [1.483, 0.599, -0.707], [0.675, -0.577, 0.261]], "atomic_forces_ev_per_a": [[0.155, 0.026, 0.229], [-0.164, -0.314, -0.285], [0.094, 0.215, 0.879], [-0.061, 0.025, -0.080], [-0.103, 0.041, -0.068], [0.007, -0.067, -0.052], [-0.003, 0.052, 0.009], [0.107, 0.114, 0.063], [-0.040, 0.010, -0.172], [0.073, 0.004, -0.240], [-0.172, 0.018, -0.034], [0.151, -0.054, 0.281], [-0.144, 0.312, -0.298], [-0.079, -0.116, 0.452], [0.081, -0.103, 0.032], [0.091, 0.032, -0.114], [-0.091, 0.036, 0.064], [-0.022, 0.051, -0.209], [-0.064, -0.006, -0.027], [0.206, -0.105, 0.155], [0.051, -0.008, -0.059], [0.115, 0.130, -0.151], [-0.187, -0.293, -0.375]], "nbo_charge": [-0.629, -0.224, -0.836, 0.189, 0.247, 0.224, 0.210, 0.194, 0.386, 0.395, -0.230, -0.817, -0.234, -0.723, 0.174, 0.187, 0.363, 0.377, 0.231, 0.220, 0.426, 0.419, 0.449]}

No. 8
{"formula": "C4H16N3O", "method": "wB97M-V/def2-TZVPD", "orbital_gap_ev": 10.40, "e_homo_ev": -13.18, "spin_multiplicity": 1, "charge": 1, "elements": ["C", "O", "C", "N", "H", "H", "H", "H", "H", "H", "H", "H", "C", "N", "C", "N", "H", "H", "H", "H", "H", "H", "H", "H"], "xyz": [[-0.119, 2.511, -0.868], [0.421, 3.520, -1.696], [-1.182, 1.825, -1.712], [-1.823, 0.653, -1.042], [-0.544, 2.959, 0.037], [0.649, 1.795, -0.564], [1.247, 3.823, -1.297], [-1.934, 2.571, -1.966], [-0.675, 1.502, -2.621], [-2.423, 0.985, -0.289], [-0.754, -0.277, -0.571], [-2.453, 0.245, -1.719], [1.208, -3.124, 1.738], [1.463, -1.702, 1.666], [0.373, -0.878, 1.288], [0.155, -0.934, -0.188], [2.124, -3.649, 1.997], [0.394, -3.403, 2.420], [0.921, -3.543, 0.767], [1.976, -1.351, 2.459], [0.585, 0.165, 1.519], [-0.578, -1.149, 1.765], [0.999, -0.643, -0.669], [-0.030, -1.900, -0.454]], "atomic_forces_ev_per_a": [[-0.201, 0.147, 0.035], [0.284, -0.179, 0.197], [0.055, 0.207, 0.197], [0.360, 0.508, -0.063], [-0.103, -0.128, 0.089], [0.130, -0.114, 0.045], [-0.196, 0.118, -0.180], [0.016, -0.025, -0.198], [-0.251, -0.151, -0.076], [0.097, -0.038, 0.017], [0.389, -0.207, 0.351], [-0.139, -0.279, -0.075], [-0.306, -0.514, -0.156], [0.284, 0.100, -0.319], [-0.058, 0.263, 0.328], [-0.800, -0.051, -0.335], [-0.047, 0.050, 0.206], [0.185, 0.082, 0.184], [0.080, 0.228, -0.098], [-0.043, 0.062, 0.007], [0.029, -0.011, 0.128], [-0.095, -0.032, -0.158], [0.240, -0.062, -0.031], [0.093, 0.027, -0.096]], "nbo_charge": [-0.066, -0.702, -0.246, -0.815, 0.171, 0.137, 0.485, 0.217, 0.215, 0.393, 0.444, 0.402, -0.428, -0.638, -0.048, -0.748, 0.237, 0.187, 0.182, 0.397, 0.211, 0.181, 0.418, 0.414]}

Number 1: total energy -3911.87200 a.u.. Number 2: total energy -2015.95199 a.u.. Number 3: total energy -345.34258 a.u.. Number 4: total energy -421.93443 a.u.. Number 5: total energy -722.99712 a.u.. Number 6: total energy -326.03318 a.u.. Number 7: total energy -326.03470 a.u.. Number 8: total energy -401.26055 a.u..